9
Properties=species:S:1:pos:R:3 method="wB97M-V/def2-TZVPD" orbital_gap_ha="0.3060 / 0.3060" de_lowest_kcal_mol=70.7 e_homo_ev="-15.44 / -15.44" multiplicity=1 charge=+1 largest_force_ev_per_a=3.93
C 0.280 -0.321 -0.344
C -2.002 0.677 -0.079
C 3.323 -1.066 0.128
N -0.768 0.043 -0.176
O 2.648 -0.713 -0.692
H -1.988 1.732 -0.437
H -2.150 0.715 1.045
H -2.936 0.242 -0.616
H 3.593 -1.308 1.171

---

30
Properties=species:S:1:pos:R:3 method="wB97M-V/def2-TZVPD" orbital_gap_ha=0.2951 de_lowest_kcal_mol=32.1 e_homo_ev=-8.54 multiplicity=1 charge=0 largest_force_ev_per_a=4.19 smiles="O=c1oc2c(O)c(O)c(O)c3c(=O)oc4c(O)c(O)c(O)c1c4c23"
O 2.596 -1.939 1.847
O -2.912 1.922 -1.727
O 1.009 2.494 4.070
O -1.011 -2.393 -4.289
O -0.890 3.399 2.360
O 0.761 -3.245 -2.597
O 2.314 0.318 3.572
O -2.582 -0.213 -3.522
O -1.494 2.138 -0.046
O 1.418 -2.112 -0.163
C 1.791 -1.476 1.049
C -1.918 1.450 -1.128
C 0.757 1.844 2.881
C -0.804 -1.701 -3.061
C -0.204 2.281 1.942
C 0.117 -2.120 -2.212
C 1.420 0.643 2.590
C -1.489 -0.513 -2.696
C -0.509 1.603 0.754
C 0.386 -1.512 -0.980
C 1.179 -0.117 1.400
C -1.285 0.198 -1.490
C 0.128 0.338 0.525
C -0.309 -0.422 -0.623
H 1.464 1.874 4.740
H -0.591 -3.264 -4.239
H -0.431 3.811 3.069
H 1.623 -3.282 -2.184
H 2.527 -0.649 3.387
H -3.060 0.645 -3.232

---

123
Properties=species:S:1:pos:R:3 method="wB97M-V/def2-TZVPD" orbital_gap_ha=0.1964 e_homo_ev=-10.87 multiplicity=1 charge=+1 largest_force_ev_per_a=5.10
Sn 0.069 -3.831 0.322
Sn -3.456 -1.283 -1.879
B -3.057 -3.085 0.771
H -2.306 -2.581 0.184
H -2.784 -4.124 0.873
H -3.196 -2.607 1.729
H -4.045 -3.010 0.343
B -0.731 -2.715 -2.584
H -1.369 -2.223 -3.302
H -0.201 -1.890 -2.134
H -1.357 -3.193 -1.847
H 0.041 -3.371 -2.955
As 0.068 0.574 0.600
F 0.490 -1.157 0.817
F 1.327 0.998 1.897
F -0.381 2.337 0.495
F -1.225 0.099 -0.537
F -1.107 0.294 1.978
F 1.326 0.708 -0.741
C -3.962 1.858 -4.207
C -3.365 0.964 -5.281
N -2.400 0.039 -4.614
C -1.177 0.693 -4.029
C -0.582 1.804 -4.994
C -1.910 -0.921 -5.628
C -2.997 -1.668 -6.436
H -4.570 2.681 -4.582
H -3.203 2.416 -3.659
H -4.546 1.369 -3.427
H -4.128 0.521 -5.922
H -2.918 1.559 -6.078
H -1.510 1.025 -3.046
H -0.409 0.029 -3.634
H -1.152 2.732 -5.039
H 0.404 2.042 -4.595
H -0.572 1.497 -6.040
H -1.343 -1.773 -5.252
H -1.262 -0.317 -6.263
H -3.697 -1.045 -6.992
H -3.665 -2.205 -5.763
H -2.526 -2.374 -7.121
C -2.314 -4.714 5.142
C -1.514 -4.168 3.880
N -0.059 -4.226 4.026
C 0.425 -5.588 4.242
C 1.881 -5.913 4.129
C 0.502 -3.237 4.977
C 0.230 -1.803 4.433
H -1.995 -5.552 5.762
H -3.362 -4.761 4.844
H -2.316 -3.955 5.925
H -1.910 -4.650 2.987
H -1.897 -3.156 3.743
H 0.100 -5.809 5.259
H -0.185 -6.164 3.547
H 2.285 -5.676 3.145
H 2.448 -5.381 4.894
H 2.010 -6.989 4.246
H 1.583 -3.360 4.929
H 0.122 -3.344 5.994
H 0.805 -1.698 3.513
H 0.672 -1.030 5.062
H -0.774 -1.524 4.113
C 4.542 2.720 2.771
C 4.148 3.605 1.591
O 3.958 4.809 1.790
C 4.025 2.949 0.241
H 4.627 3.333 3.668
H 5.529 2.311 2.553
H 3.831 1.895 2.827
H 3.416 3.522 -0.458
H 3.643 1.961 0.497
H 5.043 2.984 -0.145
C 3.826 -0.696 1.774
C 4.074 -2.217 1.493
O 3.137 -2.983 1.615
C 5.455 -2.591 1.420
H 4.514 -0.274 2.506
H 2.848 -0.673 2.255
H 3.834 -0.076 0.878
H 5.578 -3.040 0.435
H 5.778 -3.356 2.126
H 6.098 -1.717 1.527
C 3.609 -0.575 -3.120
C 2.653 -0.659 -4.270
O 2.613 0.249 -5.103
C 1.747 -1.899 -4.338
H 4.256 0.302 -3.139
H 4.253 -1.452 -3.177
H 2.926 -0.555 -2.270
H 1.579 -2.147 -3.290
H 2.115 -2.670 -5.016
H 0.857 -1.500 -4.824
C -4.018 3.810 -0.311
C -3.646 2.423 -0.120
O -3.635 1.629 -1.086
C -3.524 1.802 1.252
H -5.069 4.033 -0.131
H -3.893 4.211 -1.317
H -3.433 4.387 0.405
H -3.760 0.738 1.238
H -4.241 2.233 1.950
H -2.514 1.986 1.620
C 1.126 5.749 -2.183
C 0.002 4.936 -2.854
O -0.052 4.847 -4.045
C -1.040 4.312 -1.921
H 0.890 5.819 -1.121
H 1.213 6.733 -2.643
H 2.117 5.313 -2.311
H -1.631 3.557 -2.439
H -1.701 5.091 -1.541
H -0.612 3.882 -1.015
C 1.284 3.313 4.421
C -0.071 3.440 5.136
O -0.056 3.805 6.343
C -1.370 3.203 4.366
H 1.374 4.154 3.734
H 1.434 2.304 4.038
H 2.068 3.303 5.178
H -1.818 2.219 4.505
H -1.077 3.162 3.316
H -2.215 3.880 4.497

---

14
Properties=species:S:1:pos:R:3 method="wB97M-V/def2-TZVPD" orbital_gap_ha=0.3462 de_lowest_kcal_mol=131.9 e_homo_ev=-9.73 multiplicity=1 charge=0 largest_force_ev_per_a=5.54
C -0.374 0.213 -0.535
C 1.099 -0.002 -0.262
C 0.801 0.130 1.272
C -0.550 -0.435 0.897
H -0.689 -0.815 -2.610
H -1.964 1.125 -2.093
H -0.522 1.244 -0.525
H 1.347 -1.213 -0.295
H 1.301 -0.562 2.002
H -0.556 -1.632 1.126
N -1.246 -0.154 -1.610
F 2.023 0.824 -0.953
F 0.962 1.392 1.721
F -1.633 -0.114 1.865

---

28
Properties=species:S:1:pos:R:3 method="wB97M-V/def2-TZVPD" orbital_gap_ha="0.0911 / 0.2523" e_homo_ev="0.19 / -4.20" multiplicity=6 s_squared=8.759 charge=-1 largest_force_ev_per_a=6.21
Cr 1.055 -0.117 -0.028
C -0.551 2.459 -1.264
O 0.455 1.427 -1.451
H -0.180 3.394 -1.682
H -1.513 2.137 -1.661
H -0.691 2.597 -0.192
C 0.465 1.808 2.558
O 0.687 0.509 2.018
H 0.630 1.702 3.630
H 1.091 2.576 2.103
H -0.506 2.238 2.312
C -2.061 -1.264 -0.319
O -0.853 -1.169 -0.234
N -2.734 -0.575 -1.144
N -2.769 -2.204 0.223
H -2.328 0.154 -1.713
H -3.567 -1.075 -1.420
H -2.498 -2.952 0.846
H -3.778 -2.152 0.244
O 3.060 0.670 0.234
H 3.877 0.276 -0.073
H 3.267 1.000 1.108
O 1.194 -1.438 -1.973
H 1.886 -1.491 -2.632
H 0.425 -1.814 -2.402
O 1.749 -1.956 0.816
H 2.161 -1.958 1.680
H 2.028 -2.779 0.414

---

10
Properties=species:S:1:pos:R:3 method="wB97M-V/def2-TZVPD" orbital_gap_ha=0.3844 de_lowest_kcal_mol=9.2 e_homo_ev=-9.64 multiplicity=1 charge=0 largest_force_ev_per_a=0.55 smiles="NCC(=O)O"
O 0.217 -1.841 0.788
C 0.228 -0.642 0.741
O 0.028 0.127 1.829
C 0.472 0.176 -0.513
N -0.777 0.737 -0.979
H -0.131 -0.488 2.562
H 1.148 0.993 -0.275
H 0.987 -0.491 -1.211
H -1.499 0.060 -1.188
H -0.672 1.370 -1.754

---

9
Properties=species:S:1:pos:R:3 method="wB97M-V/def2-TZVPD" orbital_gap_ha=0.3017 de_lowest_kcal_mol=19.6 e_homo_ev=-9.16 multiplicity=1 charge=0 largest_force_ev_per_a=4.94 smiles="O=C1C=NC(=S)N1"
C 1.539 -0.219 -0.081
C -0.649 -0.080 0.057
C 1.002 1.303 0.079
H 0.369 -2.071 0.396
H 1.475 2.276 0.074
N 0.393 -0.990 0.127
N -0.202 1.341 0.011
O 2.650 -0.602 -0.104
S -2.233 -0.242 -0.059

---

13
Properties=species:S:1:pos:R:3 method="wB97M-V/def2-TZVPD" orbital_gap_ha=0.3801 de_lowest_kcal_mol=51.5 e_homo_ev=-9.61 multiplicity=1 charge=0 largest_force_ev_per_a=0.38 smiles=N[C@@H]1OC[C@@H]1O
O -1.587 0.028 0.121
C -0.322 -0.455 0.510
C 0.364 -1.312 -0.552
O 1.292 -0.267 -0.861
C 0.772 0.582 0.178
N 0.294 1.838 -0.287
H -0.663 1.694 -0.603
H -0.357 -0.818 1.542
H -2.162 -0.744 0.108
H 0.847 -2.223 -0.180
H -0.277 -1.550 -1.412
H 1.534 0.729 0.955
H 0.266 2.498 0.482

---

87
Properties=species:S:1:pos:R:3 method="wB97M-V/def2-TZVPD" orbital_gap_ha=0.2904 e_homo_ev=-9.46 multiplicity=1 charge=0 largest_force_ev_per_a=0.99
C -0.351 0.022 3.817
B -0.352 0.449 2.302
O -0.439 1.792 2.126
C -0.242 -0.573 1.027
P -0.666 -2.266 1.831
O -0.897 -3.301 0.586
Cl -2.658 -2.071 2.447
C -1.328 -0.298 -0.083
C -2.511 0.559 0.413
C -0.775 0.396 -1.326
C -1.774 1.065 -2.269
S -2.962 -0.052 -3.008
O -4.288 0.395 -2.687
O -2.596 -0.291 -4.372
O 0.056 -0.401 -2.192
S 0.436 -1.968 -1.824
O 1.417 -2.276 -2.829
O 1.324 -1.849 -0.464
C 1.235 -0.779 0.528
C 2.044 0.374 -0.143
C 2.126 1.784 0.415
C 2.516 2.036 1.734
C 2.620 3.309 2.251
C 2.358 4.405 1.443
C 1.992 4.182 0.131
C 1.881 2.898 -0.406
C 1.566 2.853 -1.889
C 2.173 -1.291 1.682
C 2.961 -2.570 1.367
C 2.247 -3.900 1.542
Br 4.437 -2.545 2.719
H 0.228 -0.864 4.072
H 0.031 0.856 4.406
H -1.375 -0.145 4.161
H -0.392 2.063 1.202
H -1.783 -3.222 0.205
H -1.809 -1.241 -0.357
H -2.873 0.240 1.381
H -3.365 0.450 -0.254
H -2.260 1.616 0.458
H -0.165 1.208 -0.930
H -1.197 1.419 -3.124
H -2.278 1.926 -1.842
H -2.717 -1.198 -2.323
H 1.839 0.462 -1.199
H 3.064 -0.007 -0.151
H 2.728 1.218 2.407
H 2.917 3.453 3.280
H 2.450 5.411 1.826
H 1.811 5.040 -0.505
H 0.802 3.594 -2.122
H 2.452 3.140 -2.458
H 1.248 1.895 -2.283
H 1.661 -1.431 2.632
H 2.929 -0.541 1.864
H 3.500 -2.504 0.430
H 1.825 -4.227 0.593
H 2.976 -4.652 1.836
H 1.504 -3.859 2.332
C 5.341 0.612 -4.687
C 4.587 0.111 -3.697
C 5.198 -0.427 -2.422
O 4.428 -0.817 -1.562
C 6.638 -0.443 -2.291
C 7.390 0.049 -3.286
C 6.782 0.624 -4.544
O 7.554 1.063 -5.377
O 8.712 0.082 -3.260
O 3.267 0.040 -3.757
H 4.917 1.002 -5.601
H 7.063 -0.848 -1.383
H 8.989 0.492 -4.104
H 2.961 -0.413 -2.945
C -7.637 0.462 1.323
C -8.875 -0.003 1.546
C -9.126 -1.297 2.284
O -10.288 -1.620 2.449
C -7.988 -2.067 2.741
C -6.749 -1.606 2.515
C -6.501 -0.299 1.799
O -5.341 0.047 1.660
O -5.658 -2.251 2.897
O -9.975 0.619 1.150
H -7.447 1.387 0.799
H -8.177 -2.999 3.254
H -4.879 -1.728 2.618
H -10.722 0.062 1.448

---

33
Properties=species:S:1:pos:R:3 method="wB97M-V/def2-TZVPD" orbital_gap_ha=0.3215 de_lowest_kcal_mol=104.9 e_homo_ev=-11.85 multiplicity=1 charge=+1 largest_force_ev_per_a=4.77
C -3.205 0.745 -0.774
C -2.620 -0.236 -1.197
C 3.213 -1.071 1.628
C -0.101 3.574 -0.022
C -1.964 -2.620 0.575
C 2.480 -0.458 0.434
C 0.978 -0.796 0.488
C 0.441 2.398 -0.764
C -1.568 -1.191 -1.411
C 0.208 -0.249 -0.676
N -1.712 -2.475 -0.841
N -0.372 1.145 -0.316
H -3.963 1.414 -0.628
H 2.795 -2.018 1.851
H 3.213 -0.414 2.437
H 4.324 -1.360 1.420
H -1.130 3.507 0.032
H 0.119 3.364 1.031
H 0.144 4.617 -0.329
H -2.785 -2.004 0.937
H -2.162 -3.625 1.062
H -0.985 -2.283 1.016
H 2.885 -0.848 -0.536
H 2.629 0.645 0.433
H 0.470 -0.606 1.353
H 0.941 -1.833 0.370
H 1.375 2.204 -0.425
H 0.433 2.523 -1.798
H -1.391 -1.262 -2.476
H 0.666 -0.066 -1.612
H -1.463 -3.271 -1.519
H -0.462 1.171 0.689
H -1.428 1.379 -0.432

---

79
Properties=species:S:1:pos:R:3 method="wB97M-V/def2-TZVPD" orbital_gap_ha="0.2984 / 0.2140" e_homo_ev="-10.87 / -10.85" multiplicity=5 s_squared=6.044 charge=+1 largest_force_ev_per_a=0.48
Pt -0.179 0.282 -0.299
N -2.962 -0.141 2.917
C -3.842 -0.523 1.915
C -5.196 -0.841 1.923
C -5.761 -1.148 0.704
C -5.012 -1.128 -0.486
C -3.671 -0.815 -0.487
C -3.087 -0.527 0.743
N -1.785 -0.174 1.061
C -1.755 0.076 2.350
C -0.571 0.558 3.043
C -0.446 0.873 4.361
S 1.137 1.411 4.675
C 1.527 1.195 3.023
N 0.555 0.754 2.287
H -3.196 0.017 3.882
H -5.780 -0.841 2.833
H -6.812 -1.398 0.660
H -5.511 -1.347 -1.421
H -3.090 -0.747 -1.395
H -1.180 0.818 5.148
H 2.511 1.425 2.641
C -1.842 -0.957 -4.178
Si -0.134 -0.682 -3.460
C 0.358 1.099 -3.395
C 1.194 -1.611 -4.389
N -0.124 -1.249 -1.726
C -0.089 -2.540 -1.386
C -0.468 -3.586 -2.283
C -0.417 -4.901 -1.917
C 0.036 -5.252 -0.636
C 0.423 -4.278 0.268
C 0.359 -2.942 -0.088
O 0.788 -1.925 0.700
C 1.368 -2.236 1.937
C 2.745 -2.231 2.030
C 3.332 -2.503 3.259
C 2.539 -2.776 4.365
C 1.155 -2.777 4.247
C 0.558 -2.505 3.025
H -2.224 -0.026 -4.604
H -2.557 -1.297 -3.427
H -1.818 -1.706 -4.972
H 0.596 1.455 -4.399
H 1.250 1.250 -2.777
H -0.440 1.722 -2.999
H 1.133 -1.341 -5.446
H 1.125 -2.695 -4.320
H 2.182 -1.316 -4.032
H -0.855 -3.323 -3.256
H -0.726 -5.667 -2.613
H 0.090 -6.292 -0.347
H 0.784 -4.559 1.246
H 3.342 -2.023 1.151
H 4.410 -2.505 3.349
H 3.000 -2.997 5.318
H 0.538 -2.994 5.108
H -0.518 -2.511 2.904
C -4.494 2.264 -6.721
C -3.935 2.500 -5.344
C -2.809 3.291 -5.152
C -2.293 3.509 -3.880
C -2.920 2.934 -2.790
C -4.059 2.152 -2.955
C -4.557 1.938 -4.227
S -2.224 3.076 -1.169
O -1.124 4.010 -1.254
O -3.291 3.375 -0.255
O -1.731 1.676 -0.897
H -3.832 2.660 -7.490
H -5.465 2.750 -6.830
H -4.641 1.199 -6.908
H -2.329 3.748 -6.009
H -1.412 4.117 -3.725
H -4.543 1.733 -2.081
H -5.449 1.337 -4.363
O 0.066 3.515 1.544
N 0.769 3.399 0.609
O 1.182 2.454 -0.005

---

16
Properties=species:S:1:pos:R:3 method="wB97M-V/def2-TZVPD" orbital_gap_ha=0.3734 de_lowest_kcal_mol=32.7 e_homo_ev=-9.00 multiplicity=1 charge=0 largest_force_ev_per_a=2.01 smiles="C1=C[C@H]2CC[C@@H]1N2"
C 0.883 -0.551 -0.917
C 1.345 0.225 0.388
C 0.010 0.351 1.150
C -0.585 -0.830 -0.579
C -1.287 0.518 -0.713
C -0.841 1.270 0.287
H 0.969 -0.012 -1.830
H 1.417 -1.497 -1.020
H 2.033 -0.390 0.946
H 1.869 1.197 0.231
H 0.150 0.487 2.195
H -1.514 -1.061 1.185
H -1.033 -1.668 -1.097
H -1.886 0.706 -1.592
H -1.036 2.281 0.479
N -0.497 -1.027 0.887

---

21
Properties=species:S:1:pos:R:3 method="wB97M-V/def2-TZVPD" orbital_gap_ha=0.3278 de_lowest_kcal_mol=9.2 e_homo_ev=-8.18 multiplicity=1 charge=0 largest_force_ev_per_a=2.10 smiles=COc1cc(O)c(C)c(O)c1
C 3.592 0.250 -0.061
C 1.262 -0.415 0.007
C 0.793 0.871 0.067
C -0.601 1.073 0.019
C -1.508 0.038 -0.011
C -2.962 0.335 -0.013
C -0.982 -1.293 0.001
C 0.383 -1.518 0.087
H 4.600 -0.263 -0.338
H 3.336 0.912 -0.890
H 3.780 0.798 0.946
H 1.402 1.791 0.027
H -1.991 2.343 0.033
H -3.573 -0.537 -0.065
H -3.288 0.978 -0.839
H -3.215 0.908 0.928
H -1.484 -3.111 -0.087
H 0.801 -2.508 0.151
O 2.597 -0.781 0.047
O -1.027 2.394 0.012
O -1.915 -2.265 -0.020

---

13
Properties=species:S:1:pos:R:3 method="wB97M-V/def2-TZVPD" orbital_gap_ha=0.2827 de_lowest_kcal_mol=69.1 e_homo_ev=-4.13 multiplicity=1 charge=-1 largest_force_ev_per_a=4.42 smiles="COC[S@@](=N)(=O)[O-]"
C -1.284 -0.038 0.577
C 0.750 -1.193 0.264
N 3.410 -0.845 -0.715
O 2.152 -2.777 -1.543
O 1.346 -0.551 -2.223
O -0.251 -0.386 -0.285
S 2.052 -1.367 -1.200
H -2.107 -0.752 0.451
H -1.756 0.850 0.121
H -0.913 0.177 1.644
H 1.079 -1.088 1.278
H 0.456 -2.281 0.226
H 3.230 0.161 -0.665